85
Properties=species:S:1:pos:R:3:forces:R:3 method="wB97M-V/def2-TZVPD" e_above_lowest_kj_mol=108.5 homo_ev="-6.53 / -6.65" spin_multiplicity=3 gap_ev="7.23 / 5.92" energy_ha=-3615.37013 e_lumo_ev="0.7 / -0.7"
Au 0.046715 -0.076012 0.280202 -0.87 0.73 0.13
C -2.441124 1.860374 -1.830070 0.04 -0.05 0.06
C -1.956630 2.794423 -0.720004 0.16 -0.05 -0.13
P -0.317399 2.368202 0.025435 -0.22 0.22 -0.02
C -0.460993 3.224870 1.626857 0.11 -0.08 0.03
C -0.443270 2.482668 2.803909 0.01 0.05 -0.11
C -0.568383 3.122309 4.030569 -0.02 0.03 0.03
C -0.705002 4.499375 4.085375 -0.01 -0.06 0.04
C -0.724356 5.244073 2.912248 -0.02 0.11 -0.03
C -0.607151 4.612571 1.686483 0.00 -0.05 0.04
C 0.910132 3.374907 -0.858242 0.12 -0.11 0.07
C 0.912645 3.454742 -2.250498 -0.05 0.04 0.09
C 1.945653 4.098580 -2.912938 -0.03 0.00 -0.08
C 2.993920 4.656771 -2.195818 0.06 -0.02 0.01
C 3.015201 4.552210 -0.812605 0.02 0.04 0.02
C 1.986300 3.907606 -0.144963 -0.08 -0.03 -0.13
C -2.751794 0.426977 -1.361505 0.07 -0.09 -0.19
P -1.375053 -0.724599 -1.812914 -0.91 -0.03 0.22
C -2.108479 -2.364738 -1.483820 0.14 -0.11 0.01
C -3.116887 -2.575293 -0.550875 0.03 0.03 -0.04
C -3.549707 -3.865041 -0.266504 -0.04 -0.02 0.05
C -2.970673 -4.953197 -0.896781 -0.04 -0.01 -0.01
C -1.970112 -4.749577 -1.840401 0.02 -0.05 -0.03
C -1.556493 -3.465556 -2.144913 0.03 0.06 0.12
C -1.581157 -0.725335 -3.645843 0.45 0.10 0.07
C -0.574216 -0.185511 -4.439564 -0.06 -0.01 0.05
C -0.689551 -0.193270 -5.823558 0.04 0.05 -0.09
C -1.806956 -0.751699 -6.422060 0.01 -0.01 0.00
C -2.813819 -1.298136 -5.635436 -0.04 0.01 0.01
C -2.703465 -1.285106 -4.255159 -0.02 0.10 -0.02
H -1.700192 1.833269 -2.635604 -0.13 0.06 -0.09
H -3.348703 2.292437 -2.255565 0.04 0.02 -0.07
H -2.660521 2.763937 0.114987 0.01 0.04 0.00
H -1.910636 3.822057 -1.090840 -0.03 0.02 0.08
H -0.309049 1.411319 2.755185 -0.05 -0.04 0.07
H -0.550657 2.538552 4.941695 0.01 0.00 0.00
H -0.795599 4.997100 5.042627 0.01 0.01 0.00
H -0.824220 6.321329 2.959119 -0.01 0.00 -0.02
H -0.609787 5.198541 0.774675 0.01 0.01 0.00
H 0.111585 2.998818 -2.820789 0.00 0.05 -0.02
H 1.934540 4.158216 -3.993995 0.00 0.01 0.00
H 3.801128 5.158406 -2.713855 -0.01 0.01 -0.01
H 3.837004 4.973441 -0.247132 0.01 -0.02 -0.01
H 2.019785 3.805911 0.932663 0.01 0.05 0.02
H -3.674465 0.066367 -1.822459 -0.01 0.02 0.06
H -2.861030 0.389465 -0.274689 -0.09 -0.01 0.01
H -3.563543 -1.739760 -0.031476 0.01 0.02 0.05
H -4.336986 -4.016205 0.461564 0.00 0.01 0.00
H -3.308479 -5.956095 -0.667730 0.03 0.00 0.02
H -1.507971 -5.597478 -2.331874 -0.04 0.02 -0.05
H -0.783814 -3.304027 -2.885704 0.09 -0.05 0.01
H 0.309767 0.228689 -3.967103 0.03 -0.01 -0.01
H 0.098381 0.227545 -6.435367 0.01 0.00 0.01
H -1.893979 -0.772052 -7.500793 0.01 0.01 0.00
H -3.685806 -1.741119 -6.099930 0.00 0.01 0.00
H -3.488388 -1.719217 -3.647950 0.01 -0.03 0.00
C 2.841147 -5.200542 -0.911896 0.11 0.01 -0.06
N 1.884465 -4.474750 -0.091343 -0.02 0.14 -0.18
C 1.525413 -4.932109 1.127399 -0.16 0.06 0.17
C 0.637557 -4.272862 1.907872 -0.06 -0.06 0.23
C 0.098500 -3.078765 1.363318 0.14 0.20 -0.56
O -0.837260 -2.440201 2.062959 -0.20 -0.34 0.52
N 0.463247 -2.619762 0.200679 0.03 -0.36 -0.12
C 1.359149 -3.258568 -0.596040 0.10 -0.42 0.12
O 1.697136 -2.866027 -1.699302 -0.01 -0.01 0.10
H 2.739456 -6.271217 -0.744418 -0.02 0.01 0.05
H 3.860320 -4.888138 -0.678441 -0.01 -0.02 -0.02
H 2.645003 -4.969153 -1.954364 -0.02 -0.01 0.02
H 1.982992 -5.861165 1.440358 0.02 0.00 -0.01
H 0.336461 -4.623143 2.881934 0.03 -0.06 -0.02
Cl 2.716755 0.987996 4.369563 0.03 0.01 0.15
C 3.422872 1.117305 2.805616 -0.21 -0.18 -0.23
C 4.683040 1.643303 2.671795 0.08 0.07 0.02
C 5.255086 1.772957 1.407469 -0.06 -0.04 0.01
C 4.553337 1.367620 0.276818 0.13 0.02 -0.07
C 3.295179 0.833589 0.405014 -0.26 0.00 0.26
Cl 2.459638 0.316192 -1.018825 0.64 -0.13 -0.27
C 2.629787 0.664104 1.678911 0.58 0.27 -0.34
N 1.435792 0.171268 1.887796 -0.08 -0.19 0.50
H 5.226819 1.954317 3.553457 -0.03 0.01 0.01
H 6.250542 2.182305 1.305504 0.00 0.02 0.00
H 4.992688 1.469106 -0.706642 -0.03 -0.01 -0.01
N -2.273670 -0.635729 2.188938 -0.30 0.11 0.17
C -1.257496 -1.139960 1.656546 0.57 0.15 -0.61
H -2.762678 -1.204309 2.885171 0.22 -0.24 -0.05

---

93
Properties=species:S:1:pos:R:3:forces:R:3 method="wB97M-V/def2-TZVPD" e_above_lowest_kj_mol=252.4 total_charge=+1 homo_ev="-9.78 / -9.79" spin_multiplicity=2 gap_ev="5.65 / 6.08" energy_ha=-9373.32209 e_lumo_ev="-4.1 / -3.7"
V -0.344026 2.190429 0.641489 1.15 -0.65 -3.52
C 4.301886 0.146909 4.427575 0.04 -0.03 -0.02
C 3.151927 -0.624034 4.489641 -0.05 -0.05 0.09
C 2.340819 -0.735335 3.376150 -0.05 0.09 -0.11
C 2.669338 -0.073682 2.193489 -0.08 0.08 -0.42
C 3.840568 0.674165 2.125835 -0.03 -0.23 0.13
C 4.648908 0.778549 3.244835 0.09 0.04 0.00
P 1.540265 -0.294506 0.759583 0.54 0.64 0.20
C 2.305478 -1.746984 -0.041009 -0.30 0.03 0.02
C 3.247637 -2.544312 0.601165 -0.13 0.21 0.02
C 3.801517 -3.628014 -0.059677 0.03 -0.21 -0.06
C 3.419890 -3.926152 -1.356519 0.07 -0.02 0.04
C 2.469375 -3.142649 -1.993441 -0.05 0.01 -0.09
C 1.905673 -2.065592 -1.338405 -0.01 -0.01 0.15
C 2.087262 1.071871 -0.320313 0.47 -0.76 -0.12
C 3.087885 0.904731 -1.280277 0.02 0.26 -0.01
C 3.573635 2.006251 -1.956754 0.03 -0.16 -0.08
C 3.103453 3.276133 -1.649957 -0.20 0.23 0.17
C 2.105991 3.440713 -0.700923 0.30 0.48 -0.25
C 1.542960 2.328876 -0.094474 -0.32 -0.21 0.62
H 4.930891 0.250368 5.298257 0.06 0.00 0.08
H 2.873723 -1.133572 5.399207 0.00 -0.04 0.12
H 1.449251 -1.348830 3.419451 -0.02 -0.07 0.04
H 4.123642 1.176930 1.212163 -0.01 0.02 -0.01
H 5.549681 1.371079 3.191018 0.09 0.06 0.03
H 3.562110 -2.312509 1.608843 0.04 0.00 0.02
H 4.537300 -4.237644 0.442833 0.08 -0.05 0.03
H 3.868770 -4.758589 -1.876078 0.03 -0.11 -0.04
H 2.172071 -3.375134 -3.003553 -0.05 -0.03 -0.15
H 1.157195 -1.451853 -1.822103 -0.07 -0.03 -0.07
H 3.503321 -0.077080 -1.459963 0.02 0.03 -0.02
H 4.352689 1.873221 -2.692641 0.09 0.06 -0.08
H 3.516559 4.144783 -2.140036 0.07 0.08 -0.02
H 1.777960 4.441555 -0.437751 0.02 -0.07 -0.08
Cl 0.157254 5.388876 2.282588 0.15 0.40 0.13
Ge 0.874100 3.345468 2.405831 0.77 0.61 0.87
Cl 3.013674 3.706998 2.421997 -0.10 0.15 0.05
Cl 0.598387 2.730368 4.483970 0.08 0.00 -0.04
O -2.395517 -0.319118 -2.382505 -0.04 -0.06 0.11
C -1.688667 0.696304 -2.190680 -0.68 -0.01 -1.69
O -1.151893 1.074916 -1.155066 0.76 0.74 1.65
C -1.520210 1.539882 -3.521491 0.40 -0.05 0.98
N -2.445508 0.881980 -4.472201 -0.61 -0.48 0.31
C -1.728785 0.567355 -5.731471 0.45 -0.01 -0.59
C -0.456333 1.410929 -5.653540 0.02 -0.08 0.13
C -0.138026 1.386373 -4.160287 -0.07 0.08 -0.08
H -1.773857 2.585695 -3.350604 -0.11 -0.19 -0.15
H -3.290370 1.424887 -4.637958 0.13 -0.07 0.07
H -2.674870 0.000208 -3.767217 0.01 0.49 -0.33
H -2.342122 0.815180 -6.596165 -0.08 -0.11 0.11
H -1.492340 -0.499217 -5.758348 -0.10 0.12 0.08
H -0.656660 2.432641 -5.978221 -0.01 0.02 -0.04
H 0.353166 1.011342 -6.258112 -0.03 -0.04 -0.10
H 0.549131 2.174046 -3.859525 0.00 -0.02 0.11
H 0.295885 0.421727 -3.888914 0.06 0.01 0.07
N -0.426773 -1.880890 5.461647 0.20 -0.23 0.37
C -0.944262 -1.258434 4.652293 0.16 -0.10 0.17
C -1.563580 -0.539233 3.600895 -0.43 0.54 -0.74
C -2.917585 -0.707120 3.304843 0.34 0.39 -0.32
C -3.418703 -0.018863 2.211576 0.06 -0.02 0.12
C -2.577579 0.785224 1.463598 -0.73 -0.38 -0.18
N -1.287177 0.970921 1.768779 -1.30 -1.43 1.23
C -0.800048 0.320321 2.816982 0.29 -0.33 0.87
H -3.535760 -1.354063 3.908453 -0.05 -0.04 0.02
H -4.458685 -0.105056 1.937093 -0.01 0.01 -0.09
H -2.959059 1.300063 0.588796 0.09 -0.09 0.11
H 0.233623 0.506185 3.074211 -0.13 -0.11 -0.01
S -1.075345 -1.840995 0.333106 -0.09 -0.05 -0.02
C -1.371672 -3.491904 0.250812 0.14 0.85 0.15
N -0.453405 -4.371413 0.654525 -0.02 -0.38 -0.04
C -0.653033 -5.803315 0.577780 -0.12 -0.32 -0.01
C -2.138926 -6.094601 0.759386 0.13 0.06 -0.19
C -2.929830 -5.311571 -0.283033 -0.02 -0.39 0.03
N -2.554058 -3.916909 -0.197714 -0.27 -0.40 -0.11
H 0.448435 -4.012677 0.927131 -0.14 0.20 -0.05
H -0.064605 -6.275674 1.365307 -0.03 -0.01 -0.07
H -0.302230 -6.181974 -0.389534 -0.01 -0.07 0.08
H -2.438310 -5.772576 1.758511 -0.05 -0.06 0.01
H -2.334195 -7.160749 0.662155 0.00 -0.01 0.00
H -4.000987 -5.400422 -0.093214 0.05 0.01 -0.06
H -2.726143 -5.692586 -1.290893 -0.06 -0.09 0.09
H -3.173604 -3.209618 -0.561076 0.19 0.05 0.13
Cl -0.661475 4.024177 -1.644596 0.34 0.43 -0.57
C -1.927780 4.269595 -0.520672 -0.37 -0.06 0.30
C -1.760532 3.614422 0.685897 -0.75 0.66 0.10
C -2.708178 3.892457 1.666288 -0.10 0.07 -0.04
Cl -2.470626 3.241755 3.235673 -0.27 0.27 0.44
C -3.809611 4.712449 1.424481 0.01 -0.07 0.07
Cl -4.962291 5.001564 2.662691 0.03 0.00 -0.06
C -3.981047 5.287074 0.161992 0.09 -0.05 -0.04
Cl -5.368881 6.229942 -0.175821 0.05 0.02 -0.01
C -3.012869 5.081401 -0.821137 -0.13 0.01 0.09
Cl -3.175257 5.786162 -2.376955 0.04 0.02 -0.05

---

88
Properties=species:S:1:pos:R:3:forces:R:3 method="wB97M-V/def2-TZVPD" total_charge=+3 homo_ev="-14.89 / -14.91" spin_multiplicity=3 gap_ev="6.28 / 6.42" energy_ha=-2798.30492 e_lumo_ev="-8.6 / -8.5"
Mo 0.112509 0.134621 0.115580 -0.01 -1.07 0.43
C -3.567014 -0.552907 4.180918 0.00 -0.01 0.00
C -3.270340 0.718138 3.711211 0.01 0.00 0.00
C -2.085014 0.948362 3.023839 -0.01 0.02 0.03
C -1.207361 -0.104059 2.817950 0.00 -0.03 -0.01
C -1.490067 -1.380780 3.289473 -0.03 0.00 -0.02
C -2.677140 -1.600440 3.971450 -0.01 0.01 0.00
N 0.001762 0.114927 2.065779 0.12 0.06 -0.27
C 1.209398 0.214591 2.782580 -0.04 0.02 0.05
C 1.310645 0.068785 4.165100 0.00 0.00 -0.01
C 2.551868 0.148413 4.772013 0.01 0.01 0.01
C 3.697255 0.389389 4.023313 -0.01 0.00 0.00
C 3.605507 0.569898 2.650868 0.00 0.01 0.04
C 2.367090 0.478769 2.039987 0.05 -0.01 -0.04
N 2.151623 0.662861 0.608063 -0.12 0.09 0.02
N 2.705041 0.445499 -1.725084 -0.02 0.28 0.14
C 1.628246 0.350156 -2.549051 0.04 -0.11 -0.22
C 1.844377 0.497529 -3.934693 0.01 -0.02 0.06
C 0.786472 0.471025 -4.797824 -0.05 0.00 -0.02
C -0.513802 0.298611 -4.294963 0.04 0.00 -0.01
C -0.670495 0.172578 -2.949189 0.02 -0.02 0.03
N 0.369527 0.210181 -2.067259 0.00 0.09 0.10
H -4.488230 -0.728562 4.719512 0.00 0.00 0.00
H -3.957952 1.534814 3.885526 0.00 0.00 0.00
H -1.836001 1.940382 2.664731 0.00 0.00 0.00
H -0.790071 -2.190521 3.118645 0.01 0.00 0.00
H -2.907057 -2.590390 4.342118 0.00 0.00 0.00
H 0.424045 -0.117098 4.754320 -0.01 0.00 0.00
H 2.627724 0.018168 5.842891 0.00 0.00 0.00
H 4.661668 0.437734 4.509477 0.00 0.00 0.00
H 4.499712 0.773218 2.080719 -0.01 0.00 -0.03
H 2.862860 0.606706 -4.276692 0.00 0.00 -0.01
H 0.951194 0.567132 -5.862771 -0.01 0.00 0.00
H -1.373183 0.255530 -4.946891 0.00 0.00 -0.01
H -1.650235 0.024945 -2.519744 -0.01 0.02 0.01
F 3.481791 6.484128 0.047817 -0.01 0.00 0.04
C 3.826606 5.191613 -0.041683 -0.10 -0.01 -0.01
C 2.844218 4.238774 0.007011 0.03 0.10 -0.01
C 3.147440 2.879292 -0.018354 0.02 -0.09 0.11
C 1.995670 2.007803 0.132572 0.08 0.07 -0.15
O 0.816421 2.295737 -0.082610 0.18 0.44 -0.07
C 2.840162 -0.122603 -0.451371 0.07 -0.15 0.13
C 4.307036 0.032092 -0.527112 -0.14 -0.11 -0.22
N 5.006231 1.118202 -0.342766 0.01 0.19 0.18
C 6.448376 0.972924 -0.615139 -0.03 0.01 -0.01
C 7.162530 -0.252138 -0.140817 0.03 0.01 0.01
C 7.425485 1.068031 0.518151 -0.01 -0.01 -0.01
C 4.506768 2.475030 -0.129554 0.04 -0.10 -0.08
C 5.468253 3.471627 -0.184302 -0.04 0.09 0.02
C 5.171377 4.845152 -0.137646 0.12 -0.12 -0.14
N 6.173637 5.792878 -0.225456 -0.05 0.11 0.21
C 7.472669 5.640560 0.399401 0.01 -0.02 -0.08
C 7.702032 6.753108 1.417462 -0.01 0.06 0.00
N 7.532411 8.095842 0.751739 -0.01 -0.01 -0.01
C 6.187983 8.231229 0.075403 0.04 0.01 0.03
C 6.020292 7.074956 -0.894136 0.01 -0.05 -0.09
C 2.340142 -1.583090 -0.284920 -0.02 -0.08 0.02
O 3.068037 -2.519783 -0.411870 -0.01 0.02 0.00
O 1.026741 -1.628972 -0.060989 -0.12 0.24 -0.01
H 1.813621 4.554247 0.105450 0.00 -0.01 0.00
H 4.845816 -0.859153 -0.826087 0.01 0.00 0.01
H 6.714459 1.381842 -1.581550 0.02 -0.01 -0.01
H 7.907034 -0.662705 -0.807215 0.00 0.00 0.01
H 6.625348 -0.991156 0.438593 -0.02 0.00 0.00
H 8.366229 1.568860 0.333998 0.00 0.00 0.00
H 7.020509 1.200797 1.513396 0.00 0.01 0.00
H 6.501330 3.204033 -0.320785 0.01 -0.01 -0.01
H 8.264395 5.662699 -0.359399 0.02 -0.02 0.01
H 7.548512 4.689229 0.921615 -0.03 0.01 0.02
H 8.703260 6.716643 1.843225 0.00 -0.01 -0.01
H 6.964832 6.714080 2.218082 0.01 -0.02 0.00
H 8.274525 8.231606 0.059113 0.00 0.00 0.00
H 7.651761 8.840719 1.441910 -0.01 0.00 0.01
H 6.167070 9.195528 -0.428910 0.00 0.00 -0.01
H 5.436067 8.212532 0.862361 -0.01 -0.01 -0.01
H 6.785050 7.144613 -1.678308 -0.01 0.01 -0.02
H 5.058558 7.152240 -1.390271 0.02 0.02 0.03
Cl -3.814397 -4.052096 0.085538 0.00 0.01 0.00
C -3.503066 -2.374545 -0.039096 0.04 -0.05 0.01
C -4.534680 -1.455476 -0.159013 -0.02 0.00 0.00
C -4.224471 -0.105256 -0.240197 0.02 -0.02 0.01
C -2.901612 0.277026 -0.194367 -0.08 -0.12 0.03
N -1.905915 -0.622017 -0.086170 -0.04 0.36 -0.13
C -2.192906 -1.926651 -0.011298 0.06 -0.01 -0.02
H -5.560895 -1.797211 -0.185592 0.00 0.01 0.00
H -5.002731 0.638556 -0.332349 0.01 0.01 0.00
H -2.612990 1.321590 -0.241608 -0.03 0.00 -0.01
H -1.360586 -2.614273 0.071502 -0.01 -0.02 0.00